Below is a single C5H9FO2 molecule in a non-equilibrium geometry, with properties calculated with wB97M-V/def2-TZVPD.

The geometry in XYZ format:
```
17
Properties=species:S:1:pos:R:3:forces:R:3
C -1.0422 -0.7868 -1.6567 -0.15 1.02 1.89
C -0.9796 -1.0189 -0.1406 0.78 0.08 -0.90
C 0.5564 -0.9772 0.2621 -0.76 -0.84 -0.69
C 0.7952 0.2157 1.2108 1.21 -1.26 0.07
C 0.7744 1.5940 0.5851 0.02 0.14 0.04
H -0.8209 1.0628 -1.2170 -0.15 0.05 -0.02
H -1.4483 -1.9736 0.0721 0.06 -0.06 0.11
H -1.5017 -0.2137 0.3884 -0.07 -0.29 -0.16
H 0.7508 -1.9596 0.7471 0.13 0.87 0.05
H 1.2010 -1.0143 -0.6790 -0.68 0.48 1.26
H 1.8176 0.0190 1.7019 -1.45 0.77 -0.52
H 0.0076 0.1840 1.9743 0.38 0.00 0.14
H 1.3131 1.6134 -0.3782 -0.17 0.20 0.47
H 1.1695 2.2980 1.3194 0.06 0.16 -0.38
O -0.8597 0.4868 -1.9946 0.21 1.19 -0.35
O -1.1688 -1.5908 -2.5048 -0.24 -1.87 -1.12
F -0.5643 2.0612 0.3096 0.80 -0.62 0.12
```
Forces are in eV/Å.

**Lowest unoccupied orbital energy**: 0.787 eV
**HOMO**: -10.117 eV
**Energy above the lowest of the compared OMol25 structures with the same formula, charge and spin**: 0.0 kcal/mol
**Net charge**: 0
**Multiplicity**: 1
**SMILES**: O=C(O)CCCCF